Version A
# C5H10O2

One molecule with the formula C5H10O2 (ωB97M-V/def2-TZVPD, the OMol25 dataset).

The HOMO energy comes out at -9.94 eV. The calculation puts the HOMO-LUMO gap at 0.4006 Ha. Its charge is 0. Its SMILES is C[C@@]1(CCO)CO1.

Each line ends with the Mulliken charge.
CARTESIAN COORDINATES (ANGSTROEM)
C  0.815  -0.545  -0.369  -0.817
C  -1.506  -1.403  0.284  -1.366
H  -2.135  1.202  -0.940  0.320
C  -1.122  1.077  -0.560  -0.647
H  2.420  0.028  0.952  0.292
C  1.890  0.473  0.101  -0.424
H  -1.151  -1.753  1.262  0.301
O  -0.958  0.862  0.846  -0.612
H  -2.555  -1.117  0.401  0.383
H  1.066  -1.528  0.050  0.336
H  -1.425  -2.241  -0.416  0.336
H  -0.364  1.778  -0.921  0.246
O  1.457  1.773  0.443  -0.570
H  0.735  1.670  1.087  0.371
H  2.615  0.613  -0.705  0.292
C  -0.638  -0.212  -0.055  1.263
H  0.854  -0.676  -1.460  0.296

Version B
# C5H10O2

C5H10O2 as an isolated structure (ωB97M-V/def2-TZVPD, the OMol25 dataset).

The HOMO energy (alpha / beta) comes out at -7.38 / -7.45 eV. The calculation puts the HOMO-LUMO gap (alpha / beta) at 0.2854 / 0.2903 Ha. Its charge is 0.

Each line ends with the Mulliken charge.
CARTESIAN COORDINATES (ANGSTROEM)
H  -0.756  -2.303  -0.584  0.566
H  0.919  1.864  2.054  0.278
H  0.432  -2.249  0.717  0.395
H  -2.001  -1.081  1.222  0.210
C  0.884  1.882  0.959  -1.200
H  0.947  -1.978  -0.952  0.407
C  -0.103  -0.320  -0.015  1.826
H  -0.948  -1.015  -2.251  0.372
C  0.962  0.485  0.434  -0.536
C  0.146  -1.798  -0.231  -1.994
H  1.874  -0.046  0.692  0.332
O  -1.593  -0.229  1.009  -0.693
H  -0.042  2.387  0.689  0.320
C  -0.612  0.451  -1.091  -0.484
O  -1.023  -0.049  -2.250  -0.463
H  -0.816  1.508  -1.022  0.302
H  1.728  2.491  0.622  0.363

Version C
# C5H10O2

A 2-piece molecular cluster, C5H10O2 overall (ωB97M-V/def2-TZVPD, the OMol25 dataset).

The HOMO energy comes out at -8.20 eV. The calculation puts the HOMO-LUMO gap at 0.3413 Ha. Its charge is 0.

Each line ends with the Mulliken charge.
CARTESIAN COORDINATES (ANGSTROEM)
C  0.342  2.472  0.365  -1.164
C  -0.384  -3.147  0.945  -0.410
H  -0.543  -0.805  -2.103  0.253
C  0.410  0.061  -0.299  0.308
H  1.137  2.329  1.105  0.325
H  -0.446  -4.054  1.585  0.163
C  -0.144  -1.015  -1.119  -0.495
H  -1.058  -1.433  1.083  0.574
H  -0.620  2.342  0.874  0.297
H  0.178  -2.024  -0.890  0.316
H  -0.312  1.614  -1.520  0.285
C  0.485  1.475  -0.779  -0.456
H  1.447  1.588  -1.292  0.280
H  0.397  3.498  -0.008  0.340
H  1.092  -0.219  0.515  0.326
O  -1.049  -2.263  1.632  -0.429
O  -0.932  -0.419  -0.095  -0.513

Energy relative to the most stable one, in kJ/mol: version A 0.0; version B 225.5; version C 238.9

Version A
# C20H20BrN4OReSbSe5Si

C20H20BrN4OReSbSe5Si as an isolated structure (ωB97M-V/def2-TZVPD, the OMol25 dataset).

The HOMO energy (alpha / beta) comes out at -11.13 / -11.13 eV. The calculation puts the HOMO-LUMO gap (alpha / beta) at 0.1835 / 0.1832 Ha. Its charge is +1.

Each line ends with the Mulliken charge.
CARTESIAN COORDINATES (ANGSTROEM)
N  -3.517  -4.604  0.140  -0.415
C  3.003  -0.127  -1.551  -1.265
H  4.612  -0.481  -0.319  0.585
H  -4.465  -1.888  -3.096  0.322
C  0.888  -0.237  3.033  -0.371
H  6.774  3.182  -0.811  0.456
C  2.790  -0.313  0.870  0.657
Se  -3.626  1.847  -5.399  -0.308
H  -2.991  -2.056  0.962  0.835
H  -6.006  0.960  -0.563  0.356
Si  -4.801  -1.329  -0.656  0.257
C  1.584  -0.224  -1.601  0.138
H  1.050  -0.287  -2.595  0.314
C  6.190  1.762  0.605  -0.307
H  -3.557  -0.425  0.913  0.395
H  2.596  -0.376  4.310  0.489
C  -6.047  -2.097  0.455  -1.169
Sb  -2.233  1.236  -3.644  0.951
H  -5.338  0.579  -2.191  0.162
C  -4.960  -2.364  -2.219  -1.056
H  0.178  -0.309  3.900  0.419
H  3.569  -0.135  -2.446  0.476
H  6.848  0.978  0.228  0.436
C  -5.145  0.508  -1.091  -0.452
C  -2.472  -4.171  -0.068  0.218
C  -3.135  -1.208  0.257  -0.690
C  6.119  2.998  0.000  -0.236
Se  -0.871  -3.333  -0.417  0.038
H  -6.035  -2.387  -2.434  0.380
C  4.424  2.389  2.068  -0.365
Br  5.064  5.472  -0.612  -0.127
O  -0.810  -0.317  1.356  -0.529
N  0.808  -0.282  -0.532  -0.004
Re  -1.356  -0.747  -0.431  0.182
H  -7.011  -1.602  0.279  0.365
C  4.347  3.582  1.383  -0.375
N  5.517  0.151  2.140  -0.309
C  5.281  1.428  1.546  0.311
H  -5.810  -2.099  1.534  0.350
H  -6.242  -3.072  0.130  0.363
Se  -2.021  1.947  -0.696  -0.173
C  1.417  -0.192  0.746  0.907
C  2.252  -0.276  3.286  -0.950
H  -4.308  1.110  -0.765  -0.232
C  0.434  -0.230  1.727  0.231
Se  -0.385  2.543  -2.310  -0.167
C  3.198  -0.224  2.265  -0.060
Se  -1.732  -1.089  -2.850  -0.223
H  -4.762  -3.414  -2.009  0.348
C  3.540  -0.368  -0.341  -0.491
N  4.553  -0.582  2.503  -0.412
H  3.842  2.017  2.916  0.536
C  5.204  3.909  0.340  -0.206
H  3.553  4.247  1.751  0.413

Version B
# C20H20BrN4OReSbSe5Si

C20H20BrN4OReSbSe5Si as an isolated structure (ωB97M-V/def2-TZVPD, the OMol25 dataset).

The HOMO energy (alpha / beta) comes out at -11.36 / -11.36 eV. The calculation puts the HOMO-LUMO gap (alpha / beta) at 0.1783 / 0.1786 Ha. Its charge is +1.

Each line ends with the Mulliken charge.
CARTESIAN COORDINATES (ANGSTROEM)
H  13.211  12.706  13.388  0.523
Se  9.220  15.477  4.658  -0.393
C  9.343  6.845  8.274  -1.167
Br  17.021  17.193  8.090  -0.121
O  10.034  11.911  10.184  -0.402
C  12.697  10.112  7.956  -0.039
C  11.038  8.504  10.223  -0.642
C  15.094  14.273  10.479  0.136
H  10.479  9.077  7.102  0.533
C  12.264  11.418  9.905  0.076
H  7.986  8.142  11.160  0.442
H  7.131  8.842  9.899  0.383
C  15.329  15.442  9.735  -0.774
N  15.198  11.682  12.064  -0.742
Se  7.514  11.629  8.744  0.085
H  10.903  12.968  12.678  0.563
H  18.230  13.088  10.511  0.468
Se  9.803  11.457  5.885  0.071
H  9.253  6.022  9.027  0.350
C  8.122  8.846  10.359  -1.084
H  12.281  9.735  7.007  0.526
H  8.787  9.389  7.018  1.097
H  8.323  9.797  10.823  0.340
C  13.876  11.859  11.549  0.246
H  14.728  9.370  7.750  0.512
H  18.606  15.094  9.042  0.349
Se  12.625  12.643  4.799  -0.282
H  14.161  14.179  11.051  0.402
C  13.608  11.317  10.286  0.532
C  17.409  13.700  10.191  -0.572
C  16.154  13.411  10.718  0.566
N  6.277  10.038  6.424  -0.441
C  11.619  12.584  11.958  -1.016
C  14.477  10.574  9.447  -0.648
Sb  10.649  13.865  5.519  0.736
H  15.523  10.531  9.780  0.544
C  6.730  10.660  7.290  0.221
H  8.450  6.728  7.673  0.375
N  16.185  12.347  11.685  -0.122
C  9.625  9.519  7.660  -1.676
Si  9.477  8.390  9.219  0.236
N  11.862  10.820  8.728  0.089
C  17.588  14.782  9.376  -0.414
H  14.595  16.203  9.614  0.508
Re  9.936  11.455  8.270  0.997
H  10.226  6.542  7.680  0.351
C  14.037  9.944  8.333  -1.479
C  11.284  12.016  10.719  0.835
C  16.538  15.669  9.117  0.005
C  12.948  12.423  12.403  -0.785
H  10.990  7.619  10.894  0.513
Se  10.813  13.727  8.097  -0.122
H  11.963  8.503  9.624  0.178
H  11.080  9.378  10.849  0.135

Energy relative to the most stable one, in kJ/mol: version A 42.6; version B 0.0

Version A
# C4H8N2O

One molecule with the formula C4H8N2O (ωB97M-V/def2-TZVPD, the OMol25 dataset).

The HOMO energy comes out at -9.43 eV. The calculation puts the HOMO-LUMO gap at 0.3778 Ha. Its charge is 0. Its SMILES is O=C1NCCCN1.

Each line ends with the Mulliken charge.
CARTESIAN COORDINATES (ANGSTROEM)
H  1.101  -2.190  -0.280  0.238
C  1.596  -0.268  -0.086  0.303
H  -1.116  -0.974  -1.293  0.253
H  -1.333  -2.012  -0.015  0.351
H  -0.625  1.467  -1.047  0.265
C  -1.157  0.141  0.556  -0.533
H  1.757  1.729  -0.029  0.229
H  -0.533  2.233  0.551  0.332
C  -0.775  -1.106  -0.256  -0.534
N  0.668  -1.300  -0.080  -0.162
H  -2.223  0.324  0.409  0.328
N  1.079  0.993  0.114  -0.165
O  2.796  -0.465  -0.210  -0.670
C  -0.335  1.305  0.002  -0.522
H  -0.970  0.067  1.640  0.287

Version B
# C4H8N2O

C4H8N2O as an isolated structure (ωB97M-V/def2-TZVPD, the OMol25 dataset).

The HOMO energy comes out at -9.04 eV. The calculation puts the HOMO-LUMO gap at 0.3669 Ha. Its charge is 0.

Each line ends with the Mulliken charge.
CARTESIAN COORDINATES (ANGSTROEM)
C  0.991  -0.493  -1.857  -0.495
H  0.405  -1.199  0.335  0.248
H  1.867  -0.982  -1.925  0.308
C  0.083  -0.464  -0.463  0.130
H  0.194  -0.163  2.639  0.192
H  0.749  1.642  2.349  0.245
H  -1.830  -1.656  -1.207  0.348
C  -0.835  -1.258  -1.439  -0.116
H  -0.485  1.398  -0.566  0.210
N  -0.102  0.822  0.069  -0.289
O  -0.932  0.894  1.200  -0.247
H  -0.870  1.370  3.251  0.217
C  -0.164  0.912  2.420  -0.440
H  1.016  0.546  -2.349  0.231
N  -0.088  -1.369  -2.457  -0.544

Energy relative to the most stable one, in kJ/mol: version A 0.0; version B 525.4

Version A
# C4H8N2O

One molecule with the formula C4H8N2O (ωB97M-V/def2-TZVPD, the OMol25 dataset).

The HOMO energy (alpha / beta) comes out at -7.68 / -7.66 eV. The calculation puts the HOMO-LUMO gap (alpha / beta) at 0.2950 / 0.2931 Ha. Its charge is 0.

Each line ends with the Mulliken charge.
CARTESIAN COORDINATES (ANGSTROEM)
H  -0.640  -0.345  -1.554  0.223
C  -1.561  -0.763  0.231  0.395
H  2.218  -1.115  -0.199  0.247
H  -2.289  -0.879  -1.651  0.240
H  1.826  0.212  -1.476  0.382
H  0.126  -1.308  1.407  0.263
C  0.915  1.668  0.307  -0.623
H  0.087  2.357  0.201  0.289
H  1.935  2.023  0.359  0.320
C  -0.308  -0.378  1.021  -0.471
N  0.740  0.341  0.291  -0.015
C  1.618  -0.278  -0.534  -0.655
N  -1.529  -0.508  -1.102  -0.333
O  -2.511  -1.245  0.819  -0.611
H  -0.627  0.218  1.879  0.350

Version B
# C4H8N2O

C4H8N2O as an isolated structure (ωB97M-V/def2-TZVPD, the OMol25 dataset).

The HOMO energy (alpha / beta) comes out at -8.20 / -8.20 eV. The calculation puts the HOMO-LUMO gap (alpha / beta) at 0.2786 / 0.2785 Ha. Its charge is 0.

Each line ends with the Mulliken charge.
CARTESIAN COORDINATES (ANGSTROEM)
H  0.168  1.562  1.147  0.250
H  -1.408  -2.334  -0.375  0.311
N  -1.705  -0.318  0.293  -0.330
H  1.128  -1.508  -1.026  0.414
H  -1.371  0.232  1.092  0.339
H  -0.559  -1.890  1.200  0.343
C  0.574  1.730  0.151  -1.091
H  1.655  1.804  0.271  0.299
C  -0.920  -1.575  0.224  -0.615
N  -0.956  -0.057  -0.861  -0.150
H  0.625  0.754  -1.814  0.436
H  0.189  2.672  -0.241  0.336
O  1.452  -0.772  0.906  -0.609
C  0.861  -0.895  -0.167  0.148
C  0.269  0.595  -0.800  -0.081

Energy relative to the most stable one, in kJ/mol: version A 0.0; version B 322.8